Computed, not measured: a gas-phase ion, C5H13N2 (charge +2), with wB97M-V/def2-TZVPD.

The geometry in XYZ format:
```
20
Properties=species:S:1:pos:R:3:forces:R:3
C -0.083 -1.973 1.407 -0.39 -1.73 -0.84
C -0.203 -1.692 -0.094 -1.07 0.24 -0.51
C -0.566 -0.225 -0.466 1.27 -0.11 1.35
N 1.028 3.037 -1.399 0.27 -0.50 0.27
C 0.353 1.940 -1.368 -0.55 1.13 0.33
C 0.718 0.630 -0.771 -0.54 -0.39 -0.24
N -1.215 -1.686 2.263 2.22 -0.05 1.30
H 0.093 -3.059 1.453 -0.19 0.21 0.34
H 0.826 -1.582 1.888 -0.06 0.69 0.24
H -0.981 -2.385 -0.444 -0.16 0.37 0.12
H 0.661 -2.138 -0.587 0.35 0.54 0.12
H -1.432 -0.131 -1.117 0.44 -0.09 -0.52
H -0.884 0.215 0.483 -0.53 0.13 -0.10
H 0.532 3.927 -1.438 0.18 -0.10 -0.69
H 2.033 3.088 -1.259 0.00 -0.05 0.26
H -0.682 2.138 -1.634 -0.17 -0.41 0.05
H 1.157 0.898 0.199 0.23 -0.10 -0.20
H 1.474 0.052 -1.307 -0.03 0.25 -0.30
H -1.436 -0.732 2.576 -0.50 -0.13 -0.66
H -1.215 -2.340 3.062 -0.79 0.08 -0.32
```
Positions in Å, forces in eV/Å.

The HOMO energy (alpha / beta) comes out at -19.925 / -20.019 eV. The expectation value of S² is 0.754. The multiplicity is 2. The value obtained for the energy above the lowest of the compared OMol25 structures with the same formula, charge and spin is 46.4 kcal per mole. The net charge is +2. For the largest force on an atom, the calculation gives 0.0500 Eh/bohr.

These are the Mulliken partial charges, in e, on atoms 1 to 4: atom 1 (C): -0.5623, atom 2 (C): -0.7766, atom 3 (C): -0.7014, atom 4 (N): -0.1987

=====

Computed, not measured: a gas-phase ion, C5H13N2O (charge -1), with wB97M-V/def2-TZVPD.

The geometry in XYZ format:
```
21
Properties=species:S:1:pos:R:3:forces:R:3
C -1.352 -0.882 2.195 -0.34 -3.89 0.53
N -0.365 -1.177 1.151 1.22 2.70 -1.43
C -0.904 -1.341 -0.175 -2.12 -1.94 -0.54
C -0.150 -0.771 -1.360 -2.09 1.73 1.91
N -0.251 0.702 -1.204 -0.14 -0.71 -2.12
C 1.046 1.337 -1.473 -1.20 -0.79 0.68
C 1.730 1.529 -0.090 1.56 3.39 0.59
O 1.057 1.304 1.047 -1.29 -0.68 -0.21
H -0.868 -1.472 3.024 -0.87 1.28 0.21
H -2.342 -1.510 2.048 1.66 1.24 -0.15
H -1.635 0.124 2.463 0.30 0.58 -0.17
H 0.267 -0.283 0.970 -0.67 -1.04 1.56
H -0.949 -2.446 -0.415 -0.56 0.61 0.33
H -1.964 -0.900 -0.216 1.02 -0.71 -0.22
H 0.901 -0.961 -1.192 0.39 -1.05 -0.91
H -0.768 -1.173 -2.241 1.73 0.57 0.64
H -0.568 1.024 -0.279 0.58 -0.61 -0.32
H 0.752 2.294 -1.838 0.42 0.93 -0.62
H 1.632 0.788 -2.263 -0.54 0.42 0.81
H 2.723 1.130 0.013 1.03 -0.99 -0.67
H 2.008 2.684 -0.165 -0.11 -1.05 0.12
```
Positions in Å, forces in eV/Å.

The HOMO energy comes out at -2.837 eV. The value obtained for the energy above the lowest of the compared OMol25 structures with the same formula, charge and spin is 56.4 kcal per mole. As for the SMILES: CNCCNCC[O-]. The net charge is -1. For the largest force on an atom, the calculation gives 0.0766 Eh/bohr.

These are the Mulliken partial charges, in e, on atoms 1 to 4: atom 1 (C): -0.8140, atom 2 (N): -0.4178, atom 3 (C): -0.6237, atom 4 (C): -0.4999